This record from the Open Molecules 2025 dataset describes a cluster of 9 separate species, C39H92N4O9 in total in a non-equilibrium geometry. The level of theory is ωB97M-V/def2-TZVPD.

CARTESIAN COORDINATES (ANGSTROEM)
C (6.06543, 17.39811, -7.75548)
O (5.01732, 18.24654, -8.24939)
H (6.04978, 17.38207, -6.66658)
H (6.00802, 16.39002, -8.15881)
H (7.01253, 17.79585, -8.13957)
H (5.34099, 19.14964, -8.22632)
C (4.65144, 15.26259, -10.96648)
O (5.02443, 13.96377, -10.56750)
H (3.58755, 15.43894, -10.75948)
H (5.09583, 16.07203, -10.37704)
H (4.75370, 15.43044, -12.04041)
H (5.81432, 13.75163, -11.08864)
C (2.84851, 14.02800, -7.39662)
O (4.21955, 14.23373, -7.67642)
H (2.68517, 13.01192, -7.00895)
H (2.54800, 14.71081, -6.60564)
H (2.22394, 14.13703, -8.28575)
H (4.42075, 13.89758, -8.55593)
C (1.30038, 16.83850, -13.35021)
C (1.09507, 18.36889, -13.39207)
C (1.10337, 18.90876, -11.95917)
C (2.49949, 19.10106, -11.37192)
C (3.37593, 19.89406, -12.33310)
C (3.43345, 19.28961, -13.72556)
N (2.06027, 19.10041, -14.18444)
O (2.01643, 18.66443, -15.53560)
C (4.10862, 20.30369, -14.65749)
C (4.25414, 17.98853, -13.77495)
C (-0.31550, 18.61423, -13.96065)
H (2.15415, 16.51300, -12.76136)
H (1.41520, 16.47910, -14.37726)
H (0.39186, 16.37098, -12.96637)
H (0.63952, 19.90489, -11.97673)
H (0.48084, 18.26150, -11.34263)
H (2.95539, 18.11964, -11.20419)
H (2.41694, 19.62451, -10.41994)
H (4.38671, 19.98694, -11.93068)
H (2.95791, 20.90392, -12.41755)
H (3.48829, 21.19323, -14.76566)
H (5.08392, 20.55182, -14.22978)
H (4.34279, 19.88497, -15.63702)
H (4.05970, 17.38845, -12.88171)
H (3.98853, 17.41508, -14.65963)
H (5.33235, 18.16202, -13.72201)
H (-0.37756, 19.67302, -14.23415)
H (-1.03919, 18.45049, -13.16373)
H (-0.52753, 18.02920, -14.85199)
H (1.65910, 19.42927, -15.99574)
C (8.30718, 16.07311, -10.95019)
C (9.02630, 17.09098, -11.87459)
C (10.35876, 17.46477, -11.22322)
C (11.51413, 16.51255, -11.49869)
C (11.63983, 16.18741, -12.98278)
C (10.33274, 15.71196, -13.61340)
N (9.25441, 16.60508, -13.20809)
O (8.06318, 16.37631, -13.92092)
C (10.50224, 15.84784, -15.12938)
C (10.04220, 14.24174, -13.27514)
C (8.14936, 18.33871, -11.90494)
H (8.99718, 15.33367, -10.52353)
H (7.65272, 15.40544, -11.52682)
H (7.72793, 16.51753, -10.14443)
H (10.62270, 18.46127, -11.59826)
H (10.18911, 17.53785, -10.14705)
H (11.31698, 15.56132, -10.98732)
H (12.40072, 16.95323, -11.04509)
H (12.36706, 15.37287, -13.03007)
H (12.01648, 17.06050, -13.51807)
H (9.62447, 15.47055, -15.65541)
H (10.62708, 16.88709, -15.43693)
H (11.38744, 15.29301, -15.44973)
H (10.85933, 13.58843, -13.59335)
H (9.93384, 14.14789, -12.19188)
H (9.13851, 13.87697, -13.75979)
H (7.16371, 18.10222, -12.30823)
H (8.55637, 19.06026, -12.62606)
H (8.10489, 18.84229, -10.94168)
H (7.65300, 15.58886, -13.52244)
C (8.24592, 10.87241, -15.02760)
C (7.01214, 11.26572, -15.81198)
C (5.86627, 10.35035, -15.36374)
C (4.48211, 10.78262, -15.86050)
C (4.23405, 12.22827, -15.50686)
C (5.35066, 13.23803, -15.81496)
N (6.62538, 12.62414, -15.43473)
O (7.70665, 13.53382, -15.59150)
C (5.26744, 13.67553, -17.28162)
C (5.15899, 14.44510, -14.90908)
C (7.20427, 11.12440, -17.31946)
H (8.05094, 10.82322, -13.95391)
H (9.01839, 11.64677, -15.07635)
H (8.67103, 9.94908, -15.41471)
H (6.11645, 9.34639, -15.72313)
H (5.84230, 10.28703, -14.27112)
H (3.76839, 10.13003, -15.34835)
H (4.38408, 10.50576, -16.91207)
H (3.91019, 12.35481, -14.47339)
H (3.36202, 12.53429, -16.10065)
H (6.20702, 14.08292, -17.67490)
H (5.00485, 12.84881, -17.94507)
H (4.53573, 14.46283, -17.46728)
H (5.95610, 15.17582, -15.05992)
H (4.23242, 14.98975, -15.11616)
H (5.06918, 14.16285, -13.85812)
H (7.85504, 11.86971, -17.77877)
H (6.26006, 11.04709, -17.85273)
H (7.68044, 10.15963, -17.54322)
H (7.81796, 13.64166, -16.54816)
C (6.31692, 8.38672, -9.67098)
C (5.90935, 9.45744, -8.64101)
C (6.41951, 9.01525, -7.26444)
C (7.90094, 9.21697, -7.00407)
C (8.33511, 10.61705, -7.40680)
C (7.89886, 11.06205, -8.80084)
N (6.48311, 10.76774, -8.94451)
O (5.98679, 11.27968, -10.15570)
C (8.09613, 12.58236, -8.91511)
C (8.80507, 10.36913, -9.83363)
C (4.41486, 9.62403, -8.53963)
H (7.14284, 7.75236, -9.35323)
H (5.46440, 7.70885, -9.81277)
H (6.51172, 8.79227, -10.66359)
H (5.84119, 9.45942, -6.44964)
H (6.10277, 7.96502, -7.19488)
H (8.02734, 9.13085, -5.91669)
H (8.57910, 8.43047, -7.34641)
H (9.42744, 10.68556, -7.37133)
H (7.96889, 11.33826, -6.66908)
H (7.38603, 13.10956, -8.28051)
H (7.97180, 12.85566, -9.96447)
H (9.12454, 12.82816, -8.64413)
H (8.44377, 10.44781, -10.86484)
H (8.84888, 9.29417, -9.64413)
H (9.81929, 10.77016, -9.80900)
H (3.90493, 8.66204, -8.42115)
H (4.11089, 10.15186, -7.63109)
H (4.01671, 10.16422, -9.39705)
H (5.39566, 12.00906, -9.93866)
O (6.93043, 13.16092, -12.51637)
H (7.44400, 12.38694, -12.26376)
H (6.74990, 13.05326, -13.46864)
O (3.47501, 11.38254, -12.17166)
H (4.15953, 12.01334, -11.91730)
H (3.90804, 10.80637, -12.80783)

Electronic energy   -2437.16290 a.u.
E_HOMO   -0.2963 hartree
Energy relative to the best compared isomer or geometry (same formula, charge and spin)   0.000 eV
Charge   0

This record from the Open Molecules 2025 dataset describes an isolated molecule of C5H12O2. The level of theory is ωB97M-V/def2-TZVPD.

CARTESIAN COORDINATES (ANGSTROEM)
C (-1.77349, -0.53994, 1.27593)
O (-0.42114, -0.34698, 0.92911)
C (-0.23106, 0.45610, -0.23813)
C (-0.39462, 1.93416, 0.10075)
C (1.16067, 0.16775, -0.79862)
C (1.47582, -1.31541, -0.98759)
O (1.67710, -1.98870, 0.23272)
H (-2.29840, 0.41237, 1.42943)
H (-1.79013, -1.10019, 2.21319)
H (-2.30779, -1.11195, 0.50248)
H (-0.98556, 0.15421, -0.98571)
H (0.39058, 2.23648, 0.80186)
H (-1.36409, 2.14327, 0.56372)
H (-0.31407, 2.55058, -0.80065)
H (1.91697, 0.59793, -0.12969)
H (1.24251, 0.68737, -1.76264)
H (0.67837, -1.79150, -1.58607)
H (2.40720, -1.41714, -1.55543)
H (0.93113, -1.72842, 0.79531)

Electronic energy   -348.16624 a.u.
E_HOMO   -0.3629 hartree
Energy relative to the best compared isomer or geometry (same formula, charge and spin)   1.050 eV
Charge   0

This record from the Open Molecules 2025 dataset describes an isolated molecule of C3H5ClN2O in a non-equilibrium geometry. The level of theory is ωB97M-V/def2-TZVPD.

CARTESIAN COORDINATES (ANGSTROEM)
C (-0.84406, 0.81291, 0.16553)
C (0.08579, 0.07395, 0.67202)
C (0.73483, -1.06727, 0.02380)
H (-2.37673, 2.13592, 0.57345)
H (-0.95725, 2.27403, 1.58376)
H (-1.22069, 0.50627, -0.83948)
H (1.41699, -1.61812, 0.62480)
H (1.48813, -2.19826, -2.65061)
N (-1.38306, 1.94675, 0.66583)
N (0.68516, -1.26274, -1.25264)
O (1.40390, -2.38135, -1.59185)
Cl (0.96700, 0.77791, 2.02539)

Electronic energy   -762.16600 a.u.
E_HOMO   -0.3010 hartree
Energy relative to the best compared isomer or geometry (same formula, charge and spin)   3.025 eV
Charge   0

This record from the Open Molecules 2025 dataset describes an isolated molecule of C16H13NO3S3 in a non-equilibrium geometry. The level of theory is ωB97M-V/def2-TZVPD.

CARTESIAN COORDINATES (ANGSTROEM)
C (0.13413, 3.99539, -1.29224)
C (-0.41422, 3.83345, 0.01080)
C (-1.16079, 2.69343, 0.33567)
C (-1.26525, 1.65029, -0.60119)
C (-1.60661, 0.17292, -0.12439)
S (-2.55178, -0.63089, -1.44705)
C (-4.02460, -1.21968, -0.62687)
C (-3.88847, -1.05809, 0.86628)
S (-2.81602, 0.32854, 1.22313)
C (-0.85145, 1.84095, -1.92996)
C (-0.10121, 2.97489, -2.25847)
H (0.71303, 4.89666, -1.55428)
H (-0.24518, 4.62794, 0.76912)
H (-1.58665, 2.59142, 1.35288)
H (-4.92007, -0.73689, -0.98498)
H (-4.13313, -2.27838, -0.89003)
H (-4.83108, -0.91050, 1.37204)
H (-3.41454, -1.92822, 1.32530)
H (-1.05945, 1.08629, -2.70853)
H (0.31853, 3.08838, -3.28032)
C (4.03133, -2.01532, 2.03767)
C (2.81729, -1.35996, 2.23957)
C (1.86335, -1.16868, 1.23631)
C (2.17916, -1.67514, 0.00712)
C (3.36959, -2.33989, -0.29574)
C (4.31336, -2.50215, 0.74386)
S (0.78444, -1.27920, -1.06954)
O (1.22230, -0.34295, -2.03837)
O (0.17826, -2.54968, -1.40714)
N (-0.12369, -0.53812, 0.15550)
C (0.54666, -0.43773, 1.29203)
O (0.24176, 0.13549, 2.36694)
H (4.83146, -2.19706, 2.76901)
H (2.68301, -1.01521, 3.23811)
H (3.51922, -2.70256, -1.31645)
H (5.24731, -3.02975, 0.48423)

Electronic energy   -2092.47829 a.u.
E_HOMO   -0.3273 hartree
Charge   0

no.,orbital gap (eV)
1,8.53
2,10.86
3,9.03
4,9.15